Entry 1:
Formula: C29H68BrN2O9
Source: the Open Molecules 2025 dataset
Level of theory: ωB97M-V/def2-TZVPD

XYZ file:
```
109
C29H68BrN2O9, DFT ωB97M-V/def2-TZVPD
C -5.50854 -0.78659 0.30565
C -4.13602 -0.21440 0.10547
O -3.91628 0.96351 0.10455
N -3.16399 -1.22356 -0.08954
C -3.25856 -1.81344 -1.43562
N -1.86930 -0.76942 0.29058
C -1.35727 -1.61777 1.34689
Br -2.48297 -1.43361 2.94240
C -1.19738 -3.10919 0.92642
O -0.91321 -3.22964 -0.28734
O -1.27155 -3.98922 1.80892
H -6.19390 -0.01737 0.62854
H -5.82811 -1.22431 -0.63773
H -5.43330 -1.59487 1.02381
H -3.87336 -1.20625 -2.09989
H -2.27557 -1.94127 -1.86553
H -3.70264 -2.80366 -1.38001
H -1.21786 -0.88921 -0.47776
H -0.39223 -1.23329 1.65602
C 2.87781 -0.57821 -4.31820
C 1.60376 0.12438 -3.87793
O 0.99651 -0.40360 -2.72099
C 1.77448 -0.36847 -1.53936
C 2.22232 1.02971 -1.14274
H 2.70356 -1.64940 -4.42696
H 3.21498 -0.17561 -5.27433
H 3.68630 -0.44372 -3.59770
H 0.85413 0.02309 -4.66432
H 1.77837 1.19976 -3.74586
H 2.63399 -1.04366 -1.61970
H 1.13221 -0.77196 -0.75705
H 2.93429 1.45153 -1.85526
H 2.70751 1.00200 -0.16667
H 1.36626 1.70389 -1.09117
C -2.32587 3.11453 -3.99309
C -1.10970 2.99775 -3.09028
O -0.13398 4.00762 -3.30647
C -0.58626 5.32243 -3.04822
C -1.03661 5.52200 -1.61101
H -2.02179 3.15440 -5.04066
H -2.97844 2.25398 -3.84698
H -2.90940 4.01206 -3.78022
H -0.60353 2.05182 -3.28383
H -1.41067 2.97825 -2.03847
H -1.38662 5.60083 -3.74470
H 0.26082 5.97461 -3.26651
H -1.92679 4.93898 -1.37667
H -1.27731 6.56998 -1.42846
H -0.25157 5.21638 -0.91858
C 4.21236 -7.32197 1.08750
C 3.23612 -7.42501 2.24986
O 2.66387 -6.19690 2.62706
C 1.89300 -5.54050 1.61875
C 0.70263 -6.33040 1.12377
H 4.97099 -6.56474 1.29521
H 4.70708 -8.28120 0.92104
H 3.70902 -7.04158 0.16107
H 3.76652 -7.78188 3.13538
H 2.45807 -8.16509 2.02587
H 2.53989 -5.25104 0.78153
H 1.53666 -4.62041 2.07865
H 1.00331 -7.23560 0.58389
H 0.10934 -5.70985 0.45346
H 0.07001 -6.62857 1.95896
C -5.60378 4.93637 0.34928
C -4.38398 4.83402 1.24878
O -3.46072 5.89783 1.08808
C -3.94225 7.19281 1.38088
C -4.40027 7.36105 2.81972
H -5.30031 5.05147 -0.69228
H -6.20786 4.03391 0.43983
H -6.23560 5.78797 0.61044
H -3.82752 3.93053 1.00165
H -4.68570 4.74168 2.29829
H -4.74040 7.47943 0.68470
H -3.10153 7.86039 1.18729
H -5.28887 6.76572 3.03663
H -4.64497 8.40475 3.02157
H -3.61423 7.04825 3.50949
C -0.16156 5.07930 4.41932
C -0.43840 6.21852 5.38624
O -1.81376 6.42555 5.64844
C -2.50361 5.33729 6.23370
C -1.97046 4.92983 7.59703
H -0.73267 5.21117 3.49939
H 0.89972 5.04832 4.17184
H -0.42943 4.10989 4.84122
H -0.08714 7.15559 4.95340
H 0.11495 6.07496 6.32206
H -2.51593 4.47817 5.55416
H -3.53576 5.67468 6.33329
H -0.96427 4.51347 7.53331
H -2.61423 4.16865 8.03793
H -1.93413 5.79108 8.26578
C 7.04519 -7.80029 -5.05746
C 5.74099 -7.21525 -4.53911
O 5.28450 -7.80154 -3.33788
C 6.14614 -7.67703 -2.22203
C 6.42306 -6.23972 -1.81558
H 6.96896 -8.88508 -5.14324
H 7.27697 -7.38561 -6.03906
H 7.88402 -7.57532 -4.39704
H 4.94799 -7.39677 -5.26454
H 5.82581 -6.12788 -4.43037
H 7.08381 -8.21832 -2.39872
H 5.63975 -8.18893 -1.40470
H 6.99936 -5.70536 -2.57322
H 6.99439 -6.21369 -0.88747
H 5.48817 -5.69893 -1.66651
```

* charge: -1

---

Entry 2:
Formula: C29H68N3O9P2
Source: the Open Molecules 2025 dataset
Level of theory: ωB97M-V/def2-TZVPD

XYZ file:
```
111
C29H68N3O9P2, DFT ωB97M-V/def2-TZVPD
C 1.73139 -4.64320 -3.29523
C 2.59038 -4.42082 -4.62893
C 1.59542 -4.06620 -5.80796
N 1.82998 -2.74949 -6.46906
C 1.97118 -1.67619 -5.54698
C 1.04062 -1.13824 -4.59034
C -0.41270 -1.62558 -4.26992
C -1.52425 -0.93084 -5.15357
C -2.64083 -0.15584 -4.34857
C -2.26152 1.37230 -4.06318
C -3.14279 -0.87490 -3.04260
N 1.61398 -0.05596 -3.87165
C 0.94855 0.69766 -2.79729
C 2.86816 0.08288 -4.39921
P 4.12473 1.36061 -3.91211
P 3.15155 3.27662 -3.56949
O 1.99834 3.43313 -4.49923
O 2.62304 3.40666 -1.97988
O 4.20577 4.54426 -3.78045
N 3.12006 -0.85044 -5.39240
C 4.39070 -0.92467 -6.14998
O 5.34033 -1.80476 -5.56388
O 5.94277 -1.11912 -4.52755
H 0.86632 -3.93574 -3.33053
H 1.30741 -5.68011 -3.35317
H 2.30906 -4.44775 -2.36168
H 3.06843 -5.42276 -4.82556
H 3.43057 -3.69629 -4.48998
H 1.75964 -4.84457 -6.60698
H 0.52869 -4.20063 -5.48980
H 2.75678 -2.84468 -6.90613
H -0.41932 -2.71652 -4.54385
H -0.54366 -1.51654 -3.16840
H -1.01375 -0.17312 -5.81552
H -2.03534 -1.63778 -5.86613
H -3.53428 -0.09661 -5.03628
H -2.16246 1.58065 -2.95957
H -1.37301 1.71135 -4.65292
H -3.12916 2.01153 -4.39592
H -3.98513 -0.25937 -2.61583
H -2.31196 -0.78526 -2.28063
H -3.45634 -1.93668 -3.18000
H 1.39833 0.34167 -1.80936
H 1.05268 1.80206 -2.89522
H -0.14581 0.47438 -2.71731
H 4.61258 0.93702 -2.63652
H 3.23749 2.93029 -1.38979
H 3.62999 5.29657 -4.04016
H 4.82550 0.10824 -6.22272
H 4.21692 -1.25134 -7.21267
H 5.46292 -1.38195 -3.71596
C 3.40947 1.30396 2.43803
C 2.07908 1.04762 1.75051
O 2.14480 0.05448 0.73437
C 2.55578 -1.24313 1.14744
C 1.64889 -1.86317 2.19360
H 4.16688 1.60133 1.70714
H 3.30630 2.09819 3.17969
H 3.78136 0.41554 2.95075
H 1.75169 1.96775 1.26129
H 1.30413 0.79292 2.47919
H 3.59437 -1.21778 1.49319
H 2.54439 -1.87043 0.25166
H 1.62919 -1.27953 3.11451
H 1.99070 -2.86915 2.44258
H 0.62285 -1.92455 1.82226
C -6.32056 1.01172 1.85083
C -4.97096 0.86647 1.17086
O -5.05086 0.79535 -0.24645
C -5.62724 1.91517 -0.90062
C -4.88239 3.21545 -0.65142
H -6.97650 0.18041 1.57914
H -6.19950 1.02488 2.93540
H -6.82582 1.93429 1.56160
H -4.50889 -0.06635 1.50037
H -4.29211 1.67092 1.47221
H -6.68354 2.00906 -0.62856
H -5.60354 1.69289 -1.97071
H -4.88097 3.49031 0.40455
H -5.34665 4.03101 -1.20928
H -3.83991 3.12486 -0.96750
C -4.26529 5.15920 5.08300
C -5.56723 4.42733 4.80332
O -5.41591 3.02081 4.68700
C -4.90111 2.34621 5.82514
C -5.75780 2.50899 7.06866
H -3.53368 4.94978 4.29825
H -4.43694 6.23661 5.12520
H -3.82211 4.85518 6.03246
H -5.96803 4.77364 3.84866
H -6.32147 4.66606 5.55978
H -3.86878 2.65956 6.01513
H -4.85769 1.28676 5.56137
H -5.83008 3.55147 7.38257
H -5.33470 1.93829 7.89750
H -6.77321 2.15257 6.88146
C 5.56779 -1.60294 6.49890
C 4.07582 -1.35579 6.35249
O 3.45991 -2.16122 5.35810
C 3.54062 -3.56648 5.54684
C 2.90022 -4.04512 6.83799
H 6.07788 -1.43421 5.54695
H 5.99191 -0.93221 7.24865
H 5.78334 -2.62666 6.80801
H 3.91857 -0.31859 6.04935
H 3.56215 -1.47861 7.31115
H 4.58237 -3.89746 5.47846
H 3.01705 -4.02104 4.70236
H 3.39031 -3.62598 7.71804
H 2.95793 -5.13284 6.90885
H 1.84975 -3.74779 6.87577
```

* energy above the lowest of the compared OMol25 structures with the same formula, charge and spin: 2.4874 eV
* charge: +1

---

Entry 3:
Formula: C29H69Cl3O20P4
Source: the Open Molecules 2025 dataset
Level of theory: ωB97M-V/def2-TZVPD

XYZ file:
```
125
C29H69Cl3O20P4, DFT ωB97M-V/def2-TZVPD
C -18.55262 -9.52438 14.11767
O -18.99287 -8.55511 15.08261
P -20.09293 -7.54322 14.61759
O -20.07510 -7.17957 13.18606
O -21.39768 -8.15561 15.15670
C -21.67137 -8.47991 16.50942
O -19.90912 -6.37234 15.67008
C -18.60457 -5.77897 15.71960
H -19.27044 -10.31458 13.99862
H -17.62747 -9.91738 14.51166
H -18.39116 -9.12275 13.09971
H -22.34721 -9.33128 16.52929
H -22.12777 -7.62110 16.92736
H -20.78981 -8.67963 17.11682
H -18.20712 -5.38476 14.78920
H -17.82113 -6.42256 16.06513
H -18.72441 -4.94642 16.36924
C -19.93370 2.47096 7.32306
O -20.00264 1.36069 8.18190
P -18.87394 1.05609 9.23146
O -18.12072 2.24266 9.59925
O -18.15101 -0.13734 8.55139
C -16.88209 -0.48200 9.19609
O -19.65584 0.38933 10.40508
C -20.73561 1.00893 11.13397
H -20.91982 2.86299 7.08374
H -19.49507 2.13246 6.36739
H -19.28558 3.23046 7.69880
H -16.90420 -1.05094 10.12714
H -16.36451 0.46330 9.30373
H -16.34642 -0.94120 8.39727
H -21.28170 0.17607 11.63410
H -21.45972 1.37647 10.41321
H -20.41817 1.81052 11.77339
C -13.46473 -0.28506 13.82903
O -14.59392 0.50201 13.46582
P -14.35565 1.79091 12.57282
O -13.08933 2.46402 12.83789
O -15.60379 2.63279 12.72550
C -16.97482 2.02215 12.61685
O -14.47972 1.23929 11.10789
C -13.97807 1.91727 9.95780
H -13.79867 -1.16621 14.38536
H -12.73858 0.27861 14.43562
H -12.85150 -0.61861 12.96193
H -17.09477 1.18321 13.34128
H -17.00051 1.73816 11.55293
H -17.71321 2.77436 12.82714
H -14.60693 2.74843 9.63761
H -13.87305 1.30109 9.06916
H -12.98794 2.30374 10.18447
C -21.64127 -0.67349 15.01764
O -22.07840 -1.89390 14.40747
P -23.07721 -1.94904 13.22617
O -23.38594 -0.70670 12.53225
O -22.53121 -3.11707 12.30004
C -22.21865 -4.36036 12.88783
O -24.33758 -2.55740 13.97449
C -25.58438 -2.64566 13.29707
H -20.57288 -0.69638 15.10775
H -22.11585 -0.44933 15.94501
H -21.91659 0.14703 14.37990
H -21.76299 -4.22200 13.88716
H -21.56969 -4.89655 12.20475
H -23.15507 -4.89700 13.05200
H -25.65911 -1.99204 12.44041
H -26.39589 -2.35387 13.95388
H -25.74816 -3.66559 12.95468
C -13.89992 -6.40136 15.37179
C -14.38720 -5.11034 14.70459
C -15.45314 -5.55052 13.74205
O -15.86360 -6.83013 14.18300
C -15.17765 -7.20414 15.36435
H -13.42515 -6.19205 16.32232
H -13.15257 -6.93751 14.76377
H -13.56603 -4.57721 14.20620
H -14.79610 -4.49346 15.52071
H -15.08793 -5.57677 12.66387
H -16.29588 -4.89200 13.75798
H -15.07688 -8.27252 15.28161
H -15.79690 -7.02795 16.25085
C -22.27335 -4.90165 17.92943
C -21.88368 -4.45335 19.36421
C -22.42790 -3.03239 19.40881
O -22.35462 -2.53532 18.10625
C -22.21131 -3.59300 17.16243
H -23.28992 -5.24771 17.99895
H -21.60258 -5.65800 17.49434
H -20.80204 -4.38403 19.57603
H -22.25801 -5.18966 20.10102
H -21.81061 -2.37121 20.03712
H -23.47047 -2.92867 19.76607
H -21.25336 -3.44209 16.72985
H -22.94599 -3.48309 16.36563
C -18.84726 -1.59118 13.29775
C -17.48138 -1.66980 12.62998
C -16.63010 -2.14985 13.81078
O -17.50223 -3.05771 14.43636
C -18.70641 -2.33521 14.59689
H -19.54180 -1.94891 12.59386
H -19.07169 -0.54907 13.51046
H -17.14052 -0.74916 12.15585
H -17.37757 -2.46854 11.93589
H -16.26095 -1.32992 14.49875
H -15.72475 -2.68402 13.55844
H -18.59503 -1.61176 15.43943
H -19.52553 -3.00830 14.85082
C -18.69394 -0.89740 20.50682
C -18.81317 -0.35719 19.04889
C -17.73004 -1.17473 18.32001
O -16.68716 -1.30330 19.29191
C -17.17769 -1.14829 20.63015
H -19.21300 -1.82721 20.60590
H -19.19200 -0.23401 21.20886
H -18.40119 0.67151 19.01327
H -19.83109 -0.36911 18.69860
H -17.29757 -0.67767 17.44123
H -18.06232 -2.19605 18.04780
H -16.63908 -0.28753 21.01073
H -17.01102 -2.02611 21.29394
C -17.82275 2.82406 16.41796
Cl -19.27186 2.28420 15.52874
Cl -17.16949 4.34153 15.66730
Cl -16.57508 1.58890 16.48189
H -18.05706 3.08275 17.44808
```

---

Entry 4:
Formula: C29H69FN3
Source: the Open Molecules 2025 dataset
Level of theory: ωB97M-V/def2-TZVPD

XYZ file:
```
102
C29H69FN3, DFT ωB97M-V/def2-TZVPD
C 1.74183 -4.15090 -0.01764
C 0.68630 -3.75313 -1.12675
C 1.35120 -3.12944 -2.41912
C -0.41066 -2.71423 -0.57546
N -1.48794 -2.63876 -1.60193
F -2.02487 -1.37818 -1.70879
C -2.50673 -3.62109 -1.41730
N -2.40804 -4.80386 -2.22845
N -3.56468 -3.52075 -0.59991
H 1.23774 -4.62005 0.86914
H 2.46822 -4.88954 -0.44409
H 2.28636 -3.23337 0.32861
H 0.11992 -4.67494 -1.45617
H 1.52056 -3.96812 -3.16049
H 2.34043 -2.64489 -2.21297
H 0.70919 -2.37628 -2.94778
H 0.10540 -1.72075 -0.51548
H -0.77700 -3.06590 0.43628
H -2.07961 -5.59878 -1.66243
H -1.65246 -4.60134 -2.90349
H -3.70378 -4.16549 0.18254
H -4.32467 -2.84945 -0.75756
C -7.38434 2.86069 -0.01838
C -6.25676 2.82993 1.00589
C -4.86648 2.91646 0.37495
C -4.50337 1.75972 -0.55954
C -4.56843 0.37015 0.07379
C -3.58786 0.18688 1.22628
H -7.33584 2.00885 -0.69994
H -8.35332 2.82522 0.48485
H -7.34646 3.77831 -0.61078
H -6.34275 1.92870 1.62086
H -6.38047 3.67736 1.68674
H -4.12088 2.99054 1.17327
H -4.79185 3.85137 -0.19043
H -3.48980 1.92831 -0.94046
H -5.15772 1.77813 -1.43629
H -4.34095 -0.37411 -0.69988
H -5.58425 0.15313 0.41845
H -2.55995 0.35027 0.89168
H -3.65496 -0.83072 1.62315
H -3.79556 0.87467 2.04722
C 4.35413 -0.69332 0.10659
C 5.87486 -0.62409 0.10771
C 6.53887 -1.99929 0.04240
C 6.24038 -2.92077 1.22860
C 6.61938 -2.35638 2.59895
C 8.11250 -2.09261 2.74870
H 3.97323 -1.22870 0.97941
H 3.93073 0.31441 0.12622
H 3.98808 -1.19572 -0.79427
H 6.21706 -0.07500 0.98953
H 6.19890 -0.04129 -0.75996
H 7.62038 -1.86417 -0.05405
H 6.21834 -2.50468 -0.87594
H 6.77300 -3.86541 1.07425
H 5.17499 -3.17687 1.23455
H 6.31362 -3.07477 3.36630
H 6.06185 -1.43623 2.80186
H 8.68615 -3.01047 2.59958
H 8.33112 -1.71881 3.75168
H 8.46567 -1.34642 2.03418
C -3.19097 0.74535 -5.25146
C -3.92529 1.87540 -4.54037
C -4.62886 2.83521 -5.50005
C -3.70449 3.58796 -6.46062
C -2.61331 4.42237 -5.78798
C -3.16519 5.53937 -4.91060
H -2.39661 1.12273 -5.89769
H -2.73058 0.07397 -4.52029
H -3.88104 0.15637 -5.86154
H -3.22740 2.42016 -3.89727
H -4.67726 1.43828 -3.87482
H -5.21252 3.55318 -4.91521
H -5.35728 2.27163 -6.09353
H -4.31809 4.24460 -7.08633
H -3.23325 2.87765 -7.14734
H -1.98807 4.86824 -6.56765
H -1.95252 3.78229 -5.19486
H -3.78854 6.22032 -5.49481
H -2.34654 6.12003 -4.47876
H -3.76366 5.14795 -4.08507
C 1.81765 -0.82434 3.60106
C 1.97268 0.66429 3.88309
C 3.42351 1.08165 4.12636
C 4.09116 0.43634 5.34385
C 3.37821 0.67492 6.67577
C 3.31566 2.14562 7.06951
H 2.14368 -1.43287 4.44643
H 0.76840 -1.06498 3.40600
H 2.39983 -1.11506 2.72172
H 1.34516 0.94485 4.73380
H 1.59084 1.22491 3.02343
H 3.46543 2.17123 4.22020
H 4.01644 0.83538 3.23751
H 5.11589 0.81619 5.41710
H 4.18446 -0.64251 5.18126
H 3.91295 0.12717 7.45789
H 2.36625 0.25894 6.64845
H 4.31956 2.56882 7.15192
H 2.82357 2.25654 8.03859
H 2.75218 2.73576 6.34380
```

* charge: +1

---

Here are the calculated max |F| numbers, same order: 1.13 4.07 3.74 4.28 (eV Å⁻¹).
Here are the calculated gap between HOMO and LUMO numbers, same order: 7.17 7.77 10.05 6.54 (eV).